ORCA calculation (ωB97M-V/def2-TZVPD) on a molecular structure, C57H66F3MnN4O5S2 at a distorted geometry.

Cartesian coordinates (Å):
Mn 1.2715 -1.2608 -0.0122
C -4.4205 0.7405 3.1699
C -3.1540 1.1276 3.9354
C -3.1272 2.6555 4.0723
C -3.2265 0.5002 5.3425
C -1.8850 0.6282 3.2448
C -1.8894 -0.0822 2.0591
C -0.7025 -0.5817 1.5055
N -0.6168 -1.3738 0.3798
C -1.6589 -1.5841 -0.4762
C -2.6406 -0.6038 -0.7255
C -3.6612 -0.8160 -1.6212
C -3.8262 -2.1163 -2.1603
C -2.9145 -3.1219 -2.0005
C -1.6684 -2.8111 -1.3069
O -0.6399 -3.5028 -1.4264
C -3.1642 -4.5303 -2.5359
C -4.5153 -4.6505 -3.2447
C -3.1642 -5.4865 -1.3293
C -2.0799 -4.9726 -3.5355
C -4.6112 0.2861 -2.0687
C -4.2010 1.6668 -1.5521
C -4.6068 0.3439 -3.6104
C -6.0415 -0.0074 -1.5903
C 0.5339 -0.4033 2.2189
O 1.6172 -0.9840 1.7251
C 0.5488 0.3412 3.4186
C -0.6617 0.8441 3.8774
C 1.7981 0.5340 4.2965
C 1.8056 1.9312 4.9359
C 3.1444 0.3810 3.5679
C 1.7409 -0.5258 5.4101
H -5.2933 1.0646 3.7394
H -4.4894 -0.3408 3.0249
H -4.4518 1.2438 2.2017
H -3.9161 2.9839 4.7545
H -3.3029 3.1409 3.1154
H -2.1739 3.0105 4.4662
H -4.1984 0.7193 5.7912
H -2.4553 0.9045 5.9985
H -3.0988 -0.5837 5.2913
H -2.8226 -0.3046 1.5598
H -2.5408 0.3479 -0.2175
H -4.7187 -2.3143 -2.7405
H -5.3476 -4.4144 -2.5781
H -4.6373 -5.6820 -3.5808
H -4.5657 -4.0015 -4.1215
H -3.9130 -5.1750 -0.5985
H -2.1852 -5.4885 -0.8500
H -3.4001 -6.5026 -1.6565
H -2.0945 -4.3326 -4.4222
H -2.2651 -6.0051 -3.8461
H -1.0978 -4.9096 -3.0821
H -3.2085 1.9346 -1.9200
H -4.1968 1.7189 -0.4626
H -4.9067 2.4140 -1.9191
H -3.5828 0.3713 -3.9896
H -5.1266 1.2431 -3.9485
H -5.1047 -0.5222 -4.0476
H -6.0961 0.0347 -0.5017
H -6.3728 -0.9955 -1.9130
H -6.7239 0.7392 -2.0035
H -0.6584 1.4122 4.7971
H 1.7581 2.7132 4.1745
H 2.7306 2.0635 5.5013
H 0.9762 2.0799 5.6269
H 3.1926 1.0107 2.6755
H 3.3272 -0.6478 3.2743
H 3.9530 0.6932 4.2357
H 0.8325 -0.4154 6.0046
H 2.6087 -0.4251 6.0690
H 1.7466 -1.5268 4.9749
C 5.8201 4.4319 -1.6890
C 4.9391 3.9166 -0.5411
C 3.4805 4.2516 -0.8703
C 5.2992 4.6449 0.7635
C 5.1775 2.4204 -0.3578
C 6.4498 1.9634 0.0079
C 6.7002 0.6167 0.1776
C 5.6502 -0.2768 0.0503
S 5.6884 -1.9946 0.2719
C 3.9675 -2.0486 -0.0024
N 3.4040 -0.8913 -0.2852
C 4.3470 0.1321 -0.2776
C 4.1621 1.4967 -0.5446
C 3.2212 -3.2581 0.2498
C 3.8436 -4.5103 0.3791
C 3.0982 -5.5922 0.7880
C 1.7599 -5.4155 1.1365
C 1.1474 -4.1812 0.9897
C 1.8378 -3.1012 0.4562
H 5.6818 5.5064 -1.8218
H 5.5573 3.9285 -2.6214
H 6.8776 4.2463 -1.4949
H 3.3713 5.3326 -0.9582
H 2.8017 3.9112 -0.0862
H 3.1706 3.8100 -1.8201
H 5.0552 5.7049 0.6768
H 6.3613 4.5588 0.9970
H 4.7278 4.2340 1.5977
H 7.2594 2.6679 0.1459
H 7.6938 0.2587 0.4155
H 3.2274 1.8566 -0.9367
H 4.8991 -4.6162 0.1487
H 3.5557 -6.5710 0.8594
H 1.1843 -6.2571 1.5024
H 0.1061 -4.0752 1.2611
F 0.6479 -0.8699 -6.9719
C 1.1172 -1.9692 -6.3588
F 0.3613 -3.0009 -6.7839
F 2.3605 -2.1908 -6.8280
C 1.1075 -1.8331 -4.8761
C 1.9199 -2.6317 -4.0802
C 1.9042 -2.4585 -2.7159
N 1.1541 -1.5397 -2.0862
C 0.3280 -0.8257 -2.8644
C 0.2706 -0.9317 -4.2359
H 2.5594 -3.3823 -4.5235
H 2.5053 -3.0948 -2.0840
H -0.3449 -0.1492 -2.3542
H -0.4115 -0.3173 -4.8064
N 1.0553 0.9282 -0.4044
C 0.2194 2.0791 -0.1770
C 0.3529 2.8556 0.9648
C -0.4727 3.9575 1.1562
C -1.4057 4.2881 0.1883
C -1.5108 3.5459 -0.9731
C -0.6939 2.4457 -1.1586
S -2.5871 5.6344 0.4236
O -2.5053 6.3973 -0.8120
O -3.8466 4.9162 0.5925
O -2.1296 6.3350 1.6120
H 1.8707 1.0288 0.1905
H 1.3585 0.9491 -1.3725
H 1.0937 2.5843 1.7069
H -0.3923 4.5871 2.0327
H -2.2264 3.8567 -1.7233
H -0.7465 1.8827 -2.0853

Computed properties:
E, eV: -137525.94607
Energy above the lowest of the compared OMol25 structures with the same formula, charge and spin, kcal/mol: 44.88
Gap between HOMO and LUMO (alpha / beta), eV: 5.3 / 5.6
LUMO level (alpha / beta), eV: 1.181 / 0.870
HOMO level (alpha / beta), eV: -4.15 / -4.73
Total charge: -1
Spin multiplicity: 6